(1)
The following is a DFT calculation (the ωB97M-V functional and the def2-TZVPD basis) of a 8-piece molecular cluster, C20H56N2O8 overall in a non-equilibrium geometry.

**Energy relative to the best compared isomer or geometry (same formula, charge and spin)**: 101.4 kcal per mole
**LUMO energy**: 0.3 eV
**Gap between HOMO and LUMO**: 9.31 eV
**Multiplicity**: 1
**SMILES**: NC(N)=O.CC(C)O.CC(C)O.CC(C)O.CC(C)O.CC(C)O.CC(C)O.CO
**Net charge**: 0

```
86
Properties=species:S:1:pos:R:3:forces:R:3
N -0.391977 1.387256 0.178233 4.86 -1.36 -0.16
C -1.289977 2.262256 -0.116767 -1.12 6.03 -1.94
N -2.500977 1.901256 0.311233 -2.43 0.45 0.20
O -1.109977 3.487256 -0.706767 -0.36 -5.58 2.27
H 0.596023 1.577256 -0.120767 -1.37 -0.14 0.31
H -0.578977 0.552256 0.725233 -0.14 0.55 -0.46
H -3.202977 2.604256 0.124233 -0.02 -0.29 0.13
H -2.779977 1.048256 0.828233 0.67 0.78 -0.79
C 2.373023 -1.345744 0.867233 0.80 -4.43 -0.13
C 3.672023 -1.261744 0.070233 -5.70 9.30 -1.21
C 4.353023 0.094256 0.383233 -1.15 1.16 -0.36
O 4.557023 -2.076744 0.341233 5.82 -8.44 1.91
H 1.703023 -2.189744 0.541233 0.55 0.75 -0.20
H 1.826023 -0.494744 0.894233 -1.53 2.82 -0.21
H 2.564023 -1.651744 1.881233 0.50 0.16 0.74
H 3.396023 -1.097744 -0.971767 -0.16 -0.83 -0.61
H 4.637023 0.151256 1.404233 0.60 -0.47 1.03
H 3.658023 0.937256 0.350233 0.16 0.25 -0.77
H 5.250023 0.221256 -0.237767 -0.38 0.14 0.00
H 5.037023 -2.332744 -0.433767 0.56 -0.44 -0.34
C 0.469023 -3.142744 -2.383767 2.21 -0.65 1.15
C -0.020977 -1.858744 -2.841767 -5.26 -2.50 3.89
C -0.084977 -0.880744 -1.723767 -1.10 0.23 0.20
O 0.562023 -1.343744 -3.847767 5.07 1.28 -6.90
H 1.323023 -2.929744 -1.724767 0.26 -0.68 -0.21
H 0.711023 -3.817744 -3.174767 0.55 -0.44 -0.78
H -0.267977 -3.645744 -1.833767 -1.12 -0.59 1.07
H -1.047977 -2.122744 -3.159767 -0.48 0.47 0.44
H 0.866023 -0.599744 -1.348767 1.22 0.32 -0.04
H -0.635977 -1.201744 -0.842767 -0.32 -0.40 -0.20
H -0.593977 -0.035744 -2.138767 -0.14 0.93 0.15
H 0.901023 -2.090744 -4.442767 -0.67 1.86 1.04
C -1.212977 0.546256 3.173233 0.17 -0.30 0.87
C -2.602977 -0.167744 3.091233 1.48 2.25 5.68
C -3.653977 0.828256 3.468233 -0.67 1.20 1.02
O -2.926977 -0.616744 1.941233 -0.07 -1.86 -7.53
H -0.386977 0.036256 2.596233 -0.87 0.57 0.73
H -0.940977 0.567256 4.262233 0.00 -0.35 -0.93
H -1.278977 1.642256 2.958233 0.01 -1.00 -0.52
H -2.699977 -1.015744 3.792233 0.82 0.39 0.48
H -4.497977 0.248256 3.868233 -0.16 0.67 -0.15
H -3.947977 1.475256 2.609233 0.13 -0.70 0.50
H -3.260977 1.520256 4.216233 -0.39 -0.09 0.34
H -3.526977 -1.343744 1.958233 -0.43 -0.83 0.08
C -3.699977 -0.839744 -1.389767 -0.13 3.31 -0.78
C -3.943977 -2.224744 -1.866767 -4.92 3.16 -2.23
C -3.919977 -2.438744 -3.341767 -0.17 0.59 -1.47
O -3.110977 -3.036744 -1.351767 5.36 -4.72 4.82
H -4.482977 -0.067744 -1.783767 1.18 -1.45 0.78
H -2.705977 -0.426744 -1.746767 -1.02 -0.59 0.56
H -3.729977 -0.827744 -0.277767 0.09 0.17 -0.71
H -4.923977 -2.493744 -1.445767 -0.81 0.21 -0.61
H -2.910977 -2.482744 -3.767767 -0.12 -0.08 0.38
H -4.431977 -1.678744 -3.899767 -0.19 0.99 -0.03
H -4.480977 -3.284744 -3.679767 -0.01 -1.12 0.26
H -3.146977 -2.881744 -0.372767 0.51 -0.44 -1.06
C 1.136023 2.148256 -3.799767 -1.38 -1.29 0.04
C 2.015023 2.220256 -2.598767 1.51 -2.72 -4.25
C 3.322023 2.822256 -2.912767 1.81 1.29 -1.47
O 1.644023 2.750256 -1.512767 -4.18 4.07 6.91
H 0.974023 3.073256 -4.294767 -0.04 0.84 -0.75
H 0.154023 1.679256 -3.560767 0.47 0.54 0.04
H 1.622023 1.366256 -4.390767 -0.13 0.54 -0.64
H 1.964023 1.170256 -2.366767 1.69 -1.29 -0.04
H 3.702023 2.130256 -3.658767 1.08 0.54 -0.46
H 3.970023 2.875256 -2.029767 -0.10 -0.37 -0.20
H 3.289023 3.955256 -3.286767 -0.36 -2.53 0.44
H 0.928023 3.383256 -1.643767 -0.47 0.20 0.58
C 1.498023 2.328256 4.309233 0.73 0.64 -1.48
C 2.154023 1.938256 2.938233 -6.26 3.97 -0.23
C 2.051023 3.159256 2.010233 -0.83 1.09 -0.26
O 3.387023 1.626256 2.949233 6.66 -1.02 0.60
H 2.115023 3.055256 4.869233 -0.32 -0.28 -0.39
H 1.443023 1.421256 4.823233 -0.32 -1.37 1.49
H 0.487023 2.708256 4.121233 0.29 0.02 0.20
H 1.601023 1.101256 2.528233 -0.97 -0.19 -0.31
H 1.030023 3.275256 1.579233 0.77 -0.23 0.01
H 2.820023 3.066256 1.246233 -0.32 -0.10 -0.43
H 2.253023 4.170256 2.470233 -0.05 -1.23 0.19
H 3.508023 0.892256 3.522233 0.66 -1.11 0.80
C -0.834977 -3.000744 1.538233 1.83 -2.35 0.99
O -2.166977 -3.438744 1.599233 -1.02 1.03 0.25
H -0.666977 -1.936744 1.525233 -0.41 0.32 -0.57
H -0.296977 -3.603744 0.773233 -0.20 1.10 -0.05
H -0.340977 -3.378744 2.461233 -0.15 0.48 -0.19
H -2.281977 -4.096744 0.932233 -0.16 -0.75 -0.50
```
Positions in Å, forces in eV/Å.

=====

(2)
The following is a DFT calculation (the ωB97M-V functional and the def2-TZVPD basis) of a 6-piece molecular cluster, C20H56N4O6 overall in a non-equilibrium geometry.

**Energy relative to the best compared isomer or geometry (same formula, charge and spin)**: 47.7 kcal per mole
**LUMO energy**: 0.6 eV
**Gap between HOMO and LUMO**: 9.12 eV
**Multiplicity**: 1
**SMILES**: COC[C@H](C)N.COC[C@H](C)N.COC[C@H](C)N.COC[C@H](C)N.CCO.CCO
**Net charge**: 0

```
86
Properties=species:S:1:pos:R:3:forces:R:3
C 3.653348 -6.290909 24.862614 -0.86 1.26 -1.09
O 3.071480 -5.520807 23.744587 1.48 -1.32 0.48
C 2.462219 -4.350106 24.186086 -1.15 0.11 1.06
C 1.874793 -3.529216 23.042472 -0.59 1.08 0.20
C 2.781179 -2.675746 22.192633 1.75 -1.37 -0.32
N 0.839985 -2.589118 23.497967 -0.73 -0.95 1.01
H 3.832122 -7.317096 24.541560 0.10 0.28 -0.18
H 2.950622 -6.296936 25.695818 -0.18 -0.08 0.07
H 4.555407 -5.779395 25.198387 0.20 -0.20 -0.04
H 1.675887 -4.676701 24.866623 -0.97 0.11 -0.21
H 3.030450 -3.784217 24.924323 1.04 0.52 -0.44
H 1.373770 -4.235128 22.380080 0.02 -0.23 0.02
H 3.690869 -3.249095 22.014177 0.21 -0.17 -0.67
H 3.180082 -1.771620 22.652546 -0.63 0.21 0.19
H 2.258250 -2.496305 21.253250 0.32 0.41 0.02
H 0.513223 -2.065617 22.698419 -0.08 -0.08 0.05
H 1.221471 -1.940428 24.171596 0.16 0.13 0.01
C -6.021312 -3.569963 19.338217 -0.98 1.15 -1.28
O -5.316516 -2.735890 20.194003 0.40 -0.18 0.63
C -4.125344 -3.274742 20.701825 0.79 0.11 -0.65
C -3.072231 -3.591748 19.586837 -0.21 0.43 -0.25
C -1.925063 -4.370400 20.149694 0.84 -0.87 0.70
N -2.540066 -2.363581 18.968638 -0.21 0.40 1.12
H -5.493939 -3.720135 18.396186 0.24 -0.56 0.04
H -6.830155 -2.908260 19.028342 -0.55 -0.43 0.03
H -6.423427 -4.491922 19.758223 0.26 -0.08 0.22
H -3.829692 -2.513551 21.423817 0.70 -0.06 -0.04
H -4.269182 -4.199771 21.260146 -0.31 -0.23 0.03
H -3.581182 -4.179077 18.822556 -0.09 -0.25 0.08
H -1.462233 -3.831205 20.976233 -0.11 -0.15 0.24
H -1.094907 -4.587330 19.477479 -0.19 0.36 -0.54
H -2.196637 -5.364299 20.505396 -0.36 0.05 0.21
H -3.213817 -1.616450 19.057847 -0.06 -0.03 -0.46
H -2.175745 -2.435945 18.029424 -0.21 -0.24 0.03
C 0.229311 3.220675 19.542222 -0.79 0.86 -0.49
O 1.401147 3.696600 19.012260 2.71 0.24 -0.43
C 2.618192 3.066624 19.451636 -0.09 0.79 -0.89
C 3.827216 3.921701 18.918316 0.15 -0.50 0.02
C 5.188424 3.212005 19.104518 -1.12 -0.32 0.11
N 3.922785 5.302794 19.461861 -0.43 -0.82 -0.12
H 0.112318 3.573792 20.566786 -0.22 -0.38 0.36
H 0.077117 2.148999 19.413977 0.07 -0.20 0.18
H -0.442549 3.789001 18.899010 -0.99 -0.43 0.42
H 2.589363 2.961775 20.536193 0.28 0.20 0.35
H 2.620947 2.057484 19.039644 0.30 -0.19 -0.05
H 3.747124 3.947332 17.831560 -0.57 0.47 -0.06
H 5.978030 3.750844 18.580791 0.01 0.26 0.57
H 5.154594 2.232742 18.627017 -0.14 -0.18 0.05
H 5.332506 3.043129 20.171675 0.64 0.18 -0.01
H 3.690963 5.231237 20.442291 0.35 -0.02 0.51
H 3.152241 5.868526 19.135823 -0.18 0.00 -0.52
C -4.615577 4.200234 19.227633 -1.84 0.83 0.17
O -3.721251 3.244489 19.636228 0.68 0.24 0.47
C -3.323844 2.411760 18.591547 0.66 -1.40 1.08
C -4.354604 1.291354 18.259273 0.16 1.37 -0.13
C -4.734684 0.411146 19.436237 0.58 -0.06 0.30
N -3.929784 0.558368 17.056525 -0.03 -0.12 0.62
H -5.623271 3.786145 19.261985 -0.38 -0.04 -0.37
H -4.432252 4.587249 18.225280 0.20 0.01 -0.15
H -4.682918 5.042366 19.916390 0.56 -0.01 0.15
H -3.004993 2.996735 17.728866 -0.37 0.05 -0.43
H -2.405560 1.996504 19.006792 0.20 -0.61 -0.31
H -5.259285 1.861870 18.049129 -0.28 -0.16 -0.52
H -5.038281 1.018764 20.288714 -0.42 0.15 -0.22
H -3.898665 -0.136936 19.870746 0.36 -0.07 -0.23
H -5.494413 -0.328332 19.183073 -0.07 0.22 -0.01
H -3.256661 -0.129565 17.362733 0.09 -0.43 0.04
H -3.355930 1.177380 16.501891 -0.12 0.26 -0.40
C 3.157693 -1.714611 18.226324 -0.30 0.41 -0.60
C 1.681201 -1.413559 18.492236 -0.25 0.19 1.43
O 1.543255 -0.450012 19.562734 0.49 0.15 -0.71
H 3.226697 -2.315260 17.319377 0.11 -0.14 0.00
H 3.773741 -2.167346 19.003262 -0.66 -0.24 0.31
H 3.671091 -0.777365 18.011640 -0.12 0.20 -0.14
H 1.057912 -2.240888 18.831557 0.47 -0.76 -0.21
H 1.143106 -1.049993 17.616811 0.44 0.26 -0.39
H 0.785693 -0.741403 20.075358 -0.16 -0.17 0.23
C -0.059907 0.407278 22.335563 0.26 -0.61 -0.18
C -1.096775 -0.272672 21.431998 0.10 0.74 -0.64
O -0.679231 -1.592971 21.124359 0.78 -0.15 1.11
H -0.083522 -0.070428 23.315025 -0.14 0.23 0.12
H -0.116654 1.490376 22.444114 -0.60 -0.09 -0.10
H 0.945135 0.230892 21.952303 0.06 -0.11 -0.18
H -1.174091 0.176327 20.441786 -0.07 0.91 0.07
H -2.094191 -0.228959 21.869443 -0.07 -0.21 0.24
H -1.339450 -2.018117 20.572122 -0.35 0.11 -0.72
```
Positions in Å, forces in eV/Å.